(1)
58
Properties=species:S:1:pos:R:3:forces:R:3:mulliken_charge:R:1 method="wB97M-V/def2-TZVPD" e_homo_ev=-13.817 spin_multiplicity=1 e_tot_ha=-1928.31217 total_charge=+2
Sr -1.3923 3.3731 -2.2677 0.5232 1.7270 0.3595 1.91
Cl 1.3340 2.4428 2.2123 -0.1003 0.1935 -0.0490 -0.11
S 1.8737 -0.6308 2.3096 -0.2070 -0.2011 0.0811 -0.16
O 5.5177 0.2662 -0.1530 -0.1536 0.0118 0.0369 -0.51
O -0.8358 1.2134 1.8479 0.1367 -0.3471 -0.4120 -0.56
O -0.2872 -3.1656 2.8738 0.1593 0.0041 -0.0518 -0.55
O -1.4623 -1.0346 1.9363 0.6046 0.3143 -0.1790 -0.38
N -2.6139 1.3772 -2.5587 0.0851 -0.5065 -0.2828 -1.01
N 2.2132 0.4170 -0.1478 -0.0530 -0.0619 -0.0521 0.02
C 5.2990 -0.1776 -1.4781 -0.1335 0.1792 -0.0736 -0.68
C -3.0583 0.6486 2.3070 0.4673 0.4003 0.3000 -1.73
C -2.1421 0.3669 -0.0109 -0.0340 0.0296 -0.2227 -1.07
C -1.6995 -2.1664 1.1309 0.0589 -0.4180 -0.1384 -0.07
C -1.2052 -3.4495 1.8497 -0.2003 -0.0392 0.1921 0.16
C 0.3576 1.4058 1.1379 0.3405 0.0988 0.5423 1.22
C -3.2869 0.0644 -2.1571 0.0211 0.2986 0.2561 -1.14
C 0.0959 2.2951 -0.1376 -0.7104 0.1745 -0.8423 -3.62
C 0.6618 4.6774 -0.5614 0.4487 -0.2126 -0.4171 -0.74
C -0.6844 -4.4535 0.8365 -0.2524 -0.0341 -0.1513 -1.41
C -3.5209 0.1472 -0.6452 0.1323 -0.0798 -0.1727 -0.64
C 3.8082 -0.3790 -1.8365 0.2574 -0.2690 0.0244 -0.45
C 1.0420 3.3947 -0.5156 -0.1118 -0.1500 -0.0832 -0.16
C 1.1621 0.1177 0.8139 0.5157 -0.1034 0.0925 -0.28
C 2.9131 -0.7767 -0.6622 0.0376 0.5217 -0.3087 -0.76
C -1.8423 0.2317 1.4883 -1.0375 -0.2578 0.1902 1.25
H 2.0547 3.1124 -0.7772 0.3128 0.1275 0.8261 0.47
H -2.7691 -2.3113 0.9401 -0.0469 0.1490 -0.0711 0.24
H 3.5238 -1.1857 0.1343 -0.1729 -0.2394 0.0825 0.54
H 5.6990 0.6030 -2.1224 0.1226 -0.0478 -0.0451 0.35
H -0.3730 5.0022 -0.7092 -0.1127 0.2091 1.2612 0.03
H 5.8581 -1.0898 -1.6907 0.0147 -0.0568 0.0992 0.30
H 3.7615 -1.1705 -2.5859 -0.0225 0.0589 -0.1077 0.37
H 1.8116 0.8449 -0.9747 -0.0360 0.0421 -0.0163 -0.05
H 0.3476 -4.2330 0.5536 0.0407 0.0421 0.0136 0.36
H 3.4366 0.5294 -2.3208 -0.1494 0.0271 0.0734 0.24
H -4.1196 1.0379 -0.4538 -0.2780 -0.1389 0.0853 0.28
H -2.6966 1.5828 -3.5566 -0.4565 -0.7496 -0.2868 0.35
H -3.7639 -0.1735 2.3857 -0.1086 0.0085 -0.1735 0.37
H 5.5703 -0.4939 0.4330 0.1389 0.0230 0.0035 0.34
H -4.0812 -0.7097 -0.2792 0.1282 -0.1626 -0.0782 0.39
H -1.1957 -2.0983 0.1553 0.1166 0.1660 0.0504 0.08
H -0.8785 2.7710 0.0796 0.1930 -0.0179 0.3249 2.09
H -0.7485 -5.4678 1.2217 0.1821 -0.0173 0.0833 0.38
H 1.3909 5.4688 -0.4473 -0.0221 0.1941 -0.7877 0.34
H 0.5078 -0.6815 0.4569 -0.4366 0.1376 -0.1127 -0.29
H -2.0680 -3.8919 2.3502 -0.0616 0.0897 0.0570 0.37
H 0.6086 -3.3419 2.5697 0.0412 0.0294 -0.0084 0.32
H -1.4007 -0.1521 -0.6238 0.2043 -0.1413 0.1778 0.30
H -2.5829 -0.7289 -2.4075 -0.0948 -0.1496 0.0554 0.44
H -1.6198 1.1613 -2.4332 -0.0783 -0.9226 -0.2033 0.70
H -3.5284 1.5544 1.9220 -0.1131 -0.0613 -0.0807 0.36
H 2.1782 -1.5187 -0.9975 0.0567 -0.2050 0.1875 0.27
H 3.0380 0.0243 2.2068 0.0195 0.1252 0.0051 0.19
H -2.7003 0.8828 3.3083 -0.0541 -0.1140 0.0702 0.44
H -4.1791 -0.1073 -2.7511 -0.1422 0.3529 0.0452 0.52
H -1.2868 -4.4279 -0.0749 -0.0218 -0.0126 -0.0169 0.38
H -0.0518 1.5798 -0.9670 0.0656 -0.1638 -0.0748 1.12
H -1.9902 1.4233 -0.1564 -0.0237 0.1455 -0.0767 0.91

---

(2)
11
Properties=species:S:1:pos:R:3:forces:R:3:mulliken_charge:R:1 method="wB97M-V/def2-TZVPD" e_homo_ev=-8.765 spin_multiplicity=1 smiles="CC=O.SS" e_tot_ha=-951.38297
S 2.4251 -0.2512 -0.3695 0.1273 0.0335 0.1891 -0.22
S 1.4299 -1.9132 -1.1753 -0.1102 0.1320 -0.0549 -0.18
O -0.8197 2.0894 -0.5879 0.1065 -0.1827 -0.0120 -0.47
C -1.0226 0.3287 1.0183 -0.1601 -0.6623 0.4579 -0.66
C -1.2786 1.0189 -0.2761 -0.1810 0.5457 -0.0113 0.12
H -0.1170 -0.2817 0.9666 0.0198 0.0921 -0.1926 0.18
H -1.8438 -0.3628 1.2196 0.0113 0.0336 0.0531 0.28
H 2.1255 -2.7724 -0.4221 0.0685 -0.0255 -0.0298 0.17
H -1.9957 0.5149 -0.9541 0.1533 -0.1082 -0.0910 0.33
H 2.0048 0.6295 -1.2862 -0.0646 -0.1127 -0.1226 0.18
H -0.9080 1.0000 1.8668 0.0294 0.2546 -0.1860 0.27

---

(3)
93
Properties=species:S:1:pos:R:3:forces:R:3:mulliken_charge:R:1 method="wB97M-V/def2-TZVPD" e_homo_ev="-10.956 / -10.943" spin_multiplicity=1 e_tot_ha=-3225.25621 total_charge=+2
Ti -0.1911 0.7428 0.0053 -1.2886 0.1148 0.6044 -0.47
N -0.6974 1.9394 -1.4668 -0.5164 -1.7773 -1.8974 0.91
N -1.3945 0.2476 -3.1382 -0.5579 0.1071 0.7820 -0.29
N -1.9361 -2.0754 1.0991 -0.3489 -0.6937 0.2047 -0.05
N -0.4562 1.6834 3.5068 -0.6156 -0.9721 -1.3400 -0.44
N -0.3640 2.4685 1.1693 0.6769 0.3984 0.7838 0.66
N 0.3702 -4.0918 0.5452 -0.9495 0.3786 0.6773 1.38
N 1.5157 0.2585 -1.2249 0.0947 0.5490 0.7224 1.19
N -0.4656 -0.3448 2.0025 0.0253 -0.4664 0.1611 1.41
N 3.4984 0.9470 -4.7564 0.2859 0.5603 0.3809 -0.50
N -1.6066 -0.5175 -0.7663 1.3897 0.7732 -0.6437 0.12
N -0.2032 4.0729 -0.6686 0.0678 0.7050 0.1335 -0.44
C -1.0298 1.4228 -2.8242 0.1604 0.5385 0.8523 -0.31
C 2.2419 -0.5036 -3.3536 0.2468 0.3960 0.0438 -1.45
C -3.2583 -4.5026 -2.3029 0.2544 0.8938 -1.0996 -0.70
C 0.1104 6.1277 4.0117 0.4326 -1.1892 1.9952 -0.63
C 2.2983 1.3462 -1.3809 0.4200 1.0493 1.2525 -0.31
C -2.4037 -2.6165 -3.6183 -1.2937 -1.1821 -0.5673 -0.47
C -2.1623 -1.9243 -2.4417 -0.3633 -2.1487 1.3585 0.40
C -0.6857 3.6281 -5.8436 -0.1559 -1.2054 -1.1378 -0.90
C -2.1881 -2.6927 5.6666 -0.1243 -0.1995 0.6677 -0.80
C 1.8689 0.2801 2.0072 0.7345 -0.8456 -0.3072 -0.54
C 2.9464 0.6855 -3.5420 0.5778 0.8196 -1.5869 0.99
C 0.1014 6.7348 2.8030 -0.0362 1.5227 -3.6905 -0.67
C 0.0528 4.7348 4.1024 -0.8337 1.4382 -0.1813 -0.31
C 0.9510 -0.7873 1.9124 0.4415 -0.3580 0.1503 2.16
C 0.8362 -3.5580 1.8891 0.0865 1.4326 0.3597 -1.36
C -0.1924 3.7460 0.6141 -0.2116 -0.8287 0.0235 -0.19
C -0.0753 4.0404 2.9295 0.0716 -0.4301 -2.8099 0.11
C -1.4403 -0.3781 5.6266 -0.5809 -0.6155 -0.7387 -0.46
C -0.0466 4.7008 1.6525 -0.0013 0.2100 0.5487 0.27
C -0.9120 2.4825 -3.7967 1.3246 1.7253 0.8204 0.05
C -1.2854 -0.5089 4.2580 0.5612 -1.9891 -1.3670 -0.11
C -0.4700 3.2473 -1.6253 0.2948 1.4220 -1.1489 -0.25
C 3.2516 0.0582 1.8909 -0.0244 -0.0874 -0.2179 -0.75
C -0.2984 -5.4372 0.7233 -0.3662 -0.4954 -0.8864 -0.85
C -1.8835 -1.5064 6.3298 -0.1767 0.3875 -0.5567 -0.65
C -1.6223 -1.7460 3.5611 0.4844 2.3605 -0.0765 0.16
C -0.2871 2.6808 2.5593 -0.1391 -2.6536 0.8060 -0.83
C -1.7334 -0.6388 -2.1770 0.5090 -0.6166 1.5862 -1.20
C -0.6668 0.4106 3.3128 -0.1057 1.9096 -0.4111 0.17
C 2.9898 1.6519 -2.5078 0.2869 -0.5466 -0.3239 -1.03
C -3.0273 -3.8663 -3.5831 1.3627 1.4325 1.6122 -0.96
C -0.4985 3.6559 -3.0892 -0.9451 -3.1207 1.7148 0.17
C -1.0324 2.4528 -5.1673 -0.1437 -0.0169 1.1581 -0.24
C -0.2591 4.8023 -3.7235 -0.2298 1.4375 -1.6900 0.05
C -1.9310 -1.7391 -0.2228 0.1941 -0.1580 0.7290 -0.50
C 2.8615 -2.2330 1.5829 0.0543 0.0872 0.3424 -0.58
C 1.5360 -0.6385 -2.2051 -1.7499 -0.6219 -0.1819 -0.44
C -2.9112 -3.9267 -1.1138 0.0021 0.0154 -1.0862 -0.51
C 3.7810 -1.1900 1.5974 -1.1746 0.1089 0.3955 -1.44
C -2.3456 -2.6474 -1.1921 0.2768 1.6573 -0.8470 1.52
C -0.3359 4.7342 -5.1475 0.2858 1.1668 1.9852 -0.70
C -0.0089 6.0806 1.5524 0.0490 0.1410 0.9033 -0.25
C -1.3873 -1.5511 2.0919 0.2929 1.6855 1.5069 -0.64
C 1.4248 -4.0538 -0.4956 -0.1791 -1.2239 -1.5602 -0.74
C 1.4843 -2.1357 1.7906 -0.1979 0.4008 -0.3607 -0.01
C -2.1475 -2.7823 4.2745 0.4127 -0.9852 0.5271 -0.24
H -0.8284 -5.7868 -0.1885 0.2361 0.8690 0.4067 0.41
H 3.4166 0.3058 -5.5305 -0.0091 0.0116 0.2114 0.20
H 3.5607 2.5719 -2.6353 -0.2219 -0.2630 0.2282 0.43
H 0.7275 -1.3696 -2.1325 0.5494 -0.3481 -0.0089 0.56
H 0.9387 -4.2563 -1.5018 0.5366 0.2504 1.2566 0.31
H 3.1869 -3.2465 1.5091 0.6758 -0.4255 -0.1529 0.57
H 2.3642 2.0193 -0.5001 -0.2334 -0.2671 -0.6834 0.31
H 4.8477 -1.3447 1.5008 -0.1172 -0.0656 -0.0544 0.48
H -1.4461 1.5291 -5.5186 0.1127 -0.1674 -1.0374 0.63
H -0.1192 6.5779 0.5620 0.3084 -0.2488 1.1084 0.48
H -2.0660 -1.4415 7.3847 0.1949 -0.0152 0.3653 0.45
H -3.2578 -4.3472 -4.4998 -0.2766 -0.4960 -0.5144 0.49
H 0.4281 -6.2144 0.8846 0.7277 0.0399 0.3143 0.36
H 0.1749 6.7177 4.9439 -0.0948 -0.3374 -0.7160 0.40
H -0.1473 5.6495 -5.6414 0.2387 0.6821 -0.7449 0.47
H -2.3819 -3.7304 3.8215 -0.2539 -0.1083 -0.2802 0.51
H -1.2835 0.5956 6.0379 0.2381 0.2385 0.5988 0.58
H -0.9898 -5.4499 1.5649 0.0595 0.4624 -0.0956 0.25
H 1.5559 -4.2766 2.3176 -0.2572 0.3931 -0.3184 0.74
H 2.2060 -4.8247 -0.3283 -0.6446 0.3740 0.1352 0.35
H 2.1391 -1.1803 -4.1733 -0.0517 -0.5018 -0.1867 0.44
H -0.3605 -3.3971 0.2626 0.1944 -0.6639 -0.0621 -0.71
H -3.1261 -4.4144 -0.1900 -0.0484 -0.1275 0.5697 0.73
H -0.1591 4.3009 5.0321 0.2500 -0.8048 1.1964 0.52
H -0.1306 5.7618 -3.2264 0.3116 -0.3069 -0.0480 0.54
H 0.1709 7.8008 2.6785 -0.0622 0.4016 0.6038 0.43
H -2.1884 -2.0910 -4.5165 -0.0153 0.0481 -0.9294 0.62
H 1.8968 -3.0839 -0.4981 -0.0752 0.2179 -0.0847 0.27
H -0.0149 -3.4724 2.5647 -0.0812 -0.5135 -0.2743 0.21
H -0.6456 3.6770 -6.9338 -0.3254 -0.1287 0.3327 0.43
H -3.7395 -5.4419 -2.3110 -0.4586 -0.9493 0.0355 0.52
H 1.5063 1.2826 2.2049 0.1166 -0.1452 0.0731 0.41
H -2.4483 -3.5702 6.2856 -0.0653 0.5833 -0.5999 0.38
H 3.9626 1.8367 -4.9575 -0.3706 -0.6758 0.2619 0.21
H 3.9704 0.8429 2.0352 -0.1360 0.5902 0.0194 0.50

---

(4)
93
Properties=species:S:1:pos:R:3:forces:R:3:mulliken_charge:R:1 method="wB97M-V/def2-TZVPD" e_homo_ev=-15.327 spin_multiplicity=1 e_tot_ha=-4398.51023 total_charge=+3
In 0.1662 -0.2538 -0.3621 0.0636 0.1854 -0.2045 2.00
As 2.2722 -0.6260 1.3849 -0.0573 -0.0351 -0.2609 0.94
O 0.3149 4.2680 -3.4290 0.0029 -0.0493 -0.0130 -0.39
O 1.4561 1.4428 -6.5007 0.0457 0.0817 0.0427 -0.56
O -2.1280 -0.3254 -0.4281 -0.0901 0.9975 -0.8066 -0.37
O -1.0205 1.8082 -1.5035 -0.1761 -0.1418 0.3117 -0.01
O 0.1605 1.6600 0.8878 -0.1071 -0.6942 -0.1166 -0.71
O -0.9712 -1.4898 1.1865 0.5845 -0.8072 1.4038 -0.36
N 1.6121 0.3789 -2.1291 -0.5395 -0.1841 0.5453 0.37
N -0.3041 -2.0194 -1.8653 0.1020 0.7114 0.3008 0.53
N -0.3196 3.8006 1.4337 0.1049 -0.1910 0.0517 0.18
N -4.1483 -0.0081 -1.3621 0.0117 -0.1161 0.1042 0.10
N 1.4117 3.4099 -5.3730 -0.0737 0.2482 0.1074 -0.07
C -0.7641 -4.2862 -2.3883 0.0204 0.0136 -0.0485 -0.94
C -5.0839 0.7017 -2.2333 -0.1205 0.1951 -0.0315 -1.15
C 4.8296 -1.9605 1.5418 0.2698 -0.1589 -0.0178 -0.10
C 2.1056 1.3171 -4.2609 -0.0915 -0.0870 0.0289 -0.01
C 3.2572 0.5413 -4.3418 -0.0248 0.0194 0.0497 -0.68
C -2.3380 1.5314 -1.9303 -0.1321 -0.1182 -0.1491 -1.60
C 6.7676 -1.9912 2.9740 0.0317 0.0653 0.0592 -0.74
C -1.7141 -2.7019 0.9018 0.0043 -0.6196 -0.2646 -0.35
C -1.3086 -3.9096 -3.6029 0.0062 0.0637 0.0658 -0.64
C 3.5779 -0.3023 -3.2873 0.0203 0.0325 -0.0370 -1.37
C -2.8905 0.3295 -1.1790 -0.2218 0.0842 -0.2386 0.71
C 3.4758 0.8845 1.2385 -0.0007 -0.0312 -0.0103 -1.26
C -0.7671 -3.8889 0.8371 0.0996 0.3960 0.1496 -1.21
C -0.8387 3.0311 -0.8072 0.2147 0.2054 0.1578 -1.25
C 1.5218 4.2166 -4.1870 0.0707 -0.1956 -0.1632 -0.59
C -1.3338 -2.5590 -3.9436 0.0105 0.0708 0.0073 -1.27
C 2.7148 -0.3727 -2.2121 0.0422 -0.0054 -0.0598 -0.25
C -0.8368 -1.6471 -3.0393 -0.0112 -0.1852 -0.1414 -0.16
C 7.5590 -1.5470 1.9259 -0.0047 0.0213 -0.0057 -0.49
C 3.3888 -2.2767 1.2853 -0.1336 0.5152 0.0445 -0.86
C -4.7041 -1.1704 -0.6654 -0.0042 -0.1084 0.0787 -1.04
C -0.2507 -3.3142 -1.5364 0.0740 -0.0647 -0.1866 0.46
C 1.6286 2.0717 -5.4836 0.0376 -0.0962 0.0689 -0.13
C 1.7280 -0.5165 3.2470 -0.0782 -0.0378 -0.1147 -1.32
C -0.8155 5.1301 1.0668 -0.1485 0.1134 -0.1849 -0.93
C 1.3145 1.2166 -3.1279 0.1871 0.2292 -0.1642 -0.17
C 6.9870 -1.2941 0.6848 0.0190 0.0460 -0.0085 -0.78
C -0.3114 2.7873 0.5936 -0.0988 0.3177 -0.1167 0.37
C 5.4066 -2.1893 2.7878 -0.1260 0.0030 -0.0876 -0.29
C 0.3300 -3.6306 -0.1999 -0.1731 -0.2755 0.0563 0.67
C 5.6312 -1.4951 0.4978 -0.1138 -0.1210 0.0753 0.12
C 0.2200 3.6632 2.7877 0.0651 -0.0377 0.1267 -0.98
H 3.8278 1.0294 0.2195 -0.0187 -0.0341 -0.0123 0.31
H 0.8172 0.0721 3.3335 0.0291 0.0162 0.0120 0.27
H -1.4792 -0.9577 1.8102 0.0233 0.0495 -0.0940 0.23
H -0.7247 -5.3273 -2.0958 0.0268 -0.0009 -0.0064 0.63
H 3.2633 -2.7263 0.3017 -0.0992 0.0042 -0.0166 0.43
H 2.2659 3.7842 -3.5226 0.0429 0.0568 -0.0090 0.41
H -5.7553 -0.9882 -0.4563 0.0024 0.0437 -0.0189 0.48
H 2.9716 -2.9471 2.0363 -0.0104 -0.0392 -0.0296 0.80
H -0.3321 5.5027 0.1640 0.0354 -0.0135 0.0261 0.35
H 1.8419 5.2171 -4.4743 -0.0366 -0.0020 0.0125 0.44
H 4.3318 0.7041 1.8878 -0.0048 -0.0140 -0.0071 0.50
H 2.5288 -0.0364 3.8073 0.0218 -0.0194 -0.0087 0.47
H 2.8877 -1.0578 -1.3886 0.0971 -0.0033 -0.0536 0.58
H 1.0860 3.8520 -6.2222 0.0445 -0.0541 -0.0589 0.27
H 0.4435 2.6226 2.9921 -0.0038 -0.0089 -0.0082 0.15
H -0.5932 5.8152 1.8784 0.0536 -0.0133 0.0062 0.42
H -1.7212 -2.2253 -4.8958 -0.0379 -0.0013 0.0131 0.56
H -2.9905 2.3950 -1.7990 0.0417 0.0098 -0.0365 0.73
H -4.6196 -2.0640 -1.2860 -0.0017 0.0341 -0.0257 0.31
H 7.2114 -2.2006 3.9378 0.0059 0.0182 0.0004 0.43
H 8.6212 -1.4042 2.0693 -0.0008 -0.0134 0.0102 0.42
H -4.5763 1.3097 -2.9769 0.0191 -0.0593 -0.0031 0.48
H -1.8970 5.1285 0.9229 0.0138 -0.0405 0.0359 0.32
H -2.1931 -2.5591 -0.0690 -0.0922 -0.0510 0.1909 0.09
H 4.4718 -0.9097 -3.3131 -0.0193 -0.0274 0.0089 0.55
H -0.8464 -0.5830 -3.2477 0.0498 -0.0426 -0.0804 0.42
H -2.4825 -2.8732 1.6544 0.0664 0.2154 0.1018 0.58
H 1.5573 -1.5135 3.6471 -0.0384 -0.0130 -0.0327 0.44
H 0.4274 1.8254 -3.0074 0.1135 -0.1079 -0.1281 0.70
H -0.5146 4.0230 3.5062 -0.0198 0.0001 -0.0329 0.45
H -0.2911 -4.0583 1.8044 -0.1302 -0.0504 0.0463 0.54
H -1.3522 -4.7757 0.5894 0.0364 -0.0258 -0.0268 0.48
H -4.1791 -1.3342 0.2702 -0.0251 0.0458 -0.0100 0.27
H -0.0974 3.6210 -1.3581 -0.1236 0.0562 0.0158 0.51
H 0.8963 -2.7545 0.1172 0.2621 -0.2253 0.0658 -1.46
H 3.8855 0.5954 -5.2216 -0.0234 -0.0318 -0.0279 0.57
H 4.7984 -2.5561 3.6070 0.0178 -0.0405 -0.0002 0.41
H -0.3232 4.8142 -3.9014 -0.0061 0.0754 -0.0182 0.27
H -5.6994 -0.0297 -2.7526 0.0601 -0.0177 -0.0429 0.42
H -2.3013 1.2904 -2.9969 -0.0686 0.0723 -0.0153 0.66
H -5.7445 1.3377 -1.6418 0.0290 -0.0118 0.0109 0.34
H -1.7122 -4.6512 -4.2793 0.0434 -0.0178 -0.0121 0.48
H 2.9370 1.7700 1.5723 -0.0344 -0.0194 -0.0219 0.37
H 1.1286 4.2571 2.8891 -0.0188 0.0075 -0.0381 0.38
H 1.0025 -4.4869 -0.2587 0.0371 0.0527 -0.0019 0.79
H 5.1880 -1.3211 -0.4786 0.0454 -0.0246 -0.0338 0.25
H -1.7674 3.6005 -0.7655 0.0223 -0.0054 -0.0696 0.65
H 7.6029 -0.9610 -0.1400 0.0116 0.0169 0.0204 0.44